1.
ORCA calculation (ωB97M-V with the def2-TZVPD basis set) on a cluster of 9 separate species, C8H28O8 in total.

- Energy above the lowest of the compared OMol25 structures with the same formula, charge and spin: 0.00 kJ/mol
- SMILES: C=C/C=C/CC(=C)C.O.O.O.O.O.O.O.O
- HOMO-LUMO gap: 9.13 eV
- HOMO: -8.92 eV

Each atom is followed by the atoms it is bonded to, with distances in Å.
Cartesian coordinates (Å):
1 C -2.10 0.31 2.13  C2 1.327, H9 1.082, H10 1.087
2 C -2.07 -0.78 1.37  C1 1.327, C3 1.467, H11 1.085
3 C -0.84 -1.34 0.80  C2 1.467, C4 1.334, H12 1.085
4 C 0.21 -0.63 0.38  C3 1.334, C5 1.509, H13 1.085
5 C 1.46 -1.23 -0.20  C4 1.509, C6 1.508, H14 1.102, H15 1.098
6 C 2.16 -0.25 -1.12  C5 1.508, C7 1.330, C8 1.498
7 C 2.03 -0.32 -2.44  C6 1.330, H16 1.083, H17 1.086
8 C 3.05 0.75 -0.45  C6 1.498, H18 1.092, H19 1.095, H20 1.096
9 H -1.26 0.91 2.45  C1 1.082
10 H -3.05 0.69 2.49  C1 1.087
11 H -2.97 -1.33 1.14  C2 1.085
12 H -0.81 -2.42 0.71  C3 1.085
13 H 0.19 0.45 0.46  C4 1.085
14 H 1.19 -2.15 -0.73  C5 1.102
15 H 2.17 -1.54 0.57  C5 1.098
16 H 1.37 -1.05 -2.91  C7 1.083
17 H 2.52 0.37 -3.11  C7 1.086
18 H 3.43 1.49 -1.15  C8 1.092
19 H 2.54 1.28 0.36  C8 1.095
20 H 3.92 0.24 -0.01  C8 1.096
21 O -2.09 -0.87 -2.12  H22 0.973, H23 0.999
22 H -2.56 -0.64 -2.94  O21 0.973
23 H -2.05 0.03 -1.69  O21 0.999
24 O 0.47 2.81 -1.88  H25 0.968, H26 0.985
25 H 1.11 2.10 -2.01  O24 0.968
26 H 0.39 2.97 -0.91  O24 0.985
27 O -0.50 -3.13 -1.73  H28 0.993, H29 0.939
28 H -0.90 -2.24 -1.88  O27 0.993
29 H -0.40 -3.50 -2.59  O27 0.939
30 O 1.25 2.08 2.89  H31 0.963, H32 0.989
31 H 2.16 2.27 3.13  O30 0.963
32 H 1.07 1.15 3.16  O30 0.989
33 O -0.21 2.99 0.80  H34 0.990, H35 0.976
34 H 0.36 2.69 1.55  O33 0.990
35 H -0.60 3.83 1.11  O33 0.976
36 O -1.94 1.62 -1.21  H37 0.984, H38 0.967
37 H -1.20 2.06 -1.68  O36 0.984
38 H -1.71 1.78 -0.28  O36 0.967
39 O -3.10 -3.04 -0.64  H40 0.986, H41 0.961
40 H -2.90 -2.16 -1.04  O39 0.986
41 H -2.28 -3.50 -0.81  O39 0.961
42 O 0.83 -0.58 3.52  H43 0.947, H44 0.966
43 H 1.52 -1.22 3.55  O42 0.947
44 H 0.13 -0.96 2.98  O42 0.966

---

2.
ORCA calculation (ωB97M-V with the def2-TZVPD basis set) on a cluster of 2 separate species, C7H8 in total.

- Energy above the lowest of the compared OMol25 structures with the same formula, charge and spin: 751.69 kJ/mol
- HOMO-LUMO gap (spin up / spin down): 7.56 / 8.24 eV
- HOMO (spin up / spin down): -8.59 / -7.87 eV

Each atom is followed by the atoms it is bonded to, with distances in Å.
Cartesian coordinates (Å):
1 C 2.37 0.91 0.64  C3 1.221, H8 1.026
2 C -0.69 -2.56 0.30  C4 1.220, H9 1.045
3 C 1.51 0.29 0.02  C1 1.221, C7 1.324
4 C -0.06 -1.54 0.10  C2 1.220, C7 1.444
5 C -1.27 1.32 1.50  H10 1.061, H11 1.065, H12 1.073
6 C -0.01 0.05 -1.85  C7 1.497, H13 1.081, H14 1.026, H15 1.047
7 C 0.43 -0.30 -0.46  C3 1.324, C4 1.444, C6 1.497
8 H 3.29 1.16 1.00  C1 1.026
9 H -1.23 -3.31 0.79  C2 1.045
10 H -1.60 0.80 2.37  C5 1.061
11 H -0.43 1.97 1.49  C5 1.065
12 H -1.69 0.95 0.58  C5 1.073
13 H -1.09 0.04 -1.95  C6 1.081
14 H 0.37 0.98 -2.04  C6 1.026
15 H 0.10 -0.77 -2.49  C6 1.047

---

3.
ORCA calculation (ωB97M-V with the def2-TZVPD basis set) on an isolated molecule of C6H9P.

- Energy above the lowest of the compared OMol25 structures with the same formula, charge and spin: 240.47 kJ/mol
- SMILES: CP1C=CC=CC1
- HOMO-LUMO gap (spin up / spin down): 7.51 / 7.51 eV
- HOMO (spin up / spin down): -7.69 / -7.69 eV

Each atom is followed by the atoms it is bonded to, with distances in Å.
Cartesian coordinates (Å):
1 C -0.03 2.02 1.20  P2 1.899, H8 1.204, H9 1.125, H10 1.137
2 P 0.89 0.37 1.01  C1 1.899, C3 1.731, C7 1.927
3 C 1.19 0.52 -0.68  P2 1.731, C4 1.578, H11 1.082
4 C 0.82 -0.62 -1.72  C3 1.578, C5 1.436, H12 1.101
5 C -0.36 -1.41 -1.50  C4 1.436, C6 1.354, H13 1.166
6 C -0.95 -1.42 -0.28  C5 1.354, C7 1.442, H14 1.053
7 C -0.44 -1.02 1.01  P2 1.927, C6 1.442, H15 1.115, H16 1.060
8 H -0.46 2.21 2.31  C1 1.204
9 H -0.89 2.20 0.49  C1 1.125
10 H 0.52 3.02 1.17  C1 1.137
11 H 2.18 0.82 -1.01  C3 1.082
12 H 1.34 -0.49 -2.68  C4 1.101
13 H -0.86 -1.99 -2.38  C5 1.166
14 H -1.91 -1.86 -0.24  C6 1.053
15 H -1.17 -0.61 1.75  C7 1.115
16 H 0.14 -1.74 1.52  C7 1.060